Record 1
ORCA calculation (wB97M-V/def2-TZVPD) on a 2-piece molecular cluster, C2HO3S overall in a non-equilibrium geometry.

Computed properties:
**HOMO-LUMO gap**: 0.306 hartree
**Charge**: -1
**Energy above the lowest of the compared OMol25 structures with the same formula, charge and spin**: 46.11 kcal/mol
**M**: 105.094 g/mol

The geometry in XYZ format:
```
7
Properties=species:S:1:pos:R:3:forces:R:3
C -0.187 -0.433 -0.188 -0.4 1.5 0.6
C 0.174 1.285 1.074 -0.3 0.1 -0.3
O 1.067 2.023 0.741 -0.7 -1.2 -0.1
O -0.719 1.107 1.855 0.4 0.1 0.0
O 0.179 -2.170 -2.061 0.1 -0.4 -0.8
S 0.690 -0.937 -1.398 -0.2 -0.3 0.6
H -1.204 -0.874 -0.024 1.0 0.1 0.0
```
Positions in Å, forces in eV/Å.

Results of the Löwdin charge analysis, in e, for atoms 1 through 5:
1 C -0.41
2 C -0.61
3 O 0.02
4 O 0.00
5 O -0.70

---

Record 2
ORCA calculation (wB97M-V/def2-TZVPD) on C27H66AlN2O7 as an isolated structure in a non-equilibrium geometry.

Computed properties:
**HOMO-LUMO gap**: 0.236 hartree
**Charge**: -1
**M**: 557.814 g/mol

The geometry in XYZ format:
```
103
Properties=species:S:1:pos:R:3:forces:R:3
C -5.033 -1.896 1.379 0.1 -0.1 -0.3
O -3.664 -2.334 1.007 -0.8 1.5 1.8
C -2.671 -1.601 1.824 0.4 0.4 -1.0
C -2.771 0.042 1.533 0.3 -0.7 0.9
C -1.300 0.738 1.757 -0.5 0.7 0.9
C -0.739 1.596 0.479 -0.7 0.1 -0.2
C 0.875 1.877 0.477 -0.4 0.6 -0.8
C 1.525 2.248 1.932 0.8 0.6 0.2
C 2.782 1.306 2.401 0.1 -0.3 1.3
C 2.624 -0.290 2.063 0.8 -0.5 -1.2
C 3.525 -1.288 3.008 -0.5 0.6 0.6
C 3.294 -2.887 2.728 1.2 -0.1 -0.5
C 3.399 -3.340 1.155 0.7 0.0 -0.2
Al 1.655 -4.331 0.565 1.2 -0.9 -0.5
N 1.896 -6.176 1.189 0.4 0.7 1.2
C 1.527 -4.267 -1.513 -0.6 0.6 -0.4
C -0.029 -4.208 -2.062 0.9 -0.9 -1.1
C -0.642 -5.746 -2.092 0.9 0.5 0.0
N -2.088 -5.765 -2.550 0.1 -2.2 0.1
H -5.734 -2.830 1.260 1.3 1.9 0.2
H -5.061 -1.515 2.497 0.0 -0.8 -2.2
H -5.368 -1.031 0.640 0.5 -1.7 1.7
H -2.861 -1.879 2.946 0.5 0.7 -1.9
H -1.609 -1.983 1.467 -2.3 0.6 0.8
H -3.178 0.206 0.444 0.7 -0.3 2.2
H -3.504 0.472 2.356 1.3 -0.7 -2.0
H -0.573 -0.082 2.169 -1.1 1.6 -1.1
H -1.439 1.522 2.646 0.5 -1.7 -1.8
H -1.083 1.066 -0.534 1.0 1.0 2.2
H -1.316 2.640 0.482 1.2 -2.2 0.1
H 1.043 2.829 -0.223 -0.4 -2.1 1.4
H 1.385 0.982 -0.086 -0.8 1.6 1.5
H 1.958 3.359 1.857 -1.0 -2.3 0.2
H 0.763 2.274 2.828 1.3 -0.2 -2.0
H 3.828 1.731 2.021 -2.3 -1.0 0.5
H 2.839 1.390 3.589 -0.1 -0.1 -2.4
H 1.520 -0.690 2.053 2.0 1.0 0.2
H 3.028 -0.433 0.948 -1.0 0.2 2.3
H 3.202 -1.083 4.132 0.7 -0.3 -2.1
H 4.661 -0.966 2.917 -2.2 -0.8 0.1
H 4.175 -3.455 3.298 -2.0 1.2 -0.9
H 2.262 -3.249 3.148 1.9 0.9 -0.5
H 4.288 -4.115 0.977 -1.6 1.7 0.5
H 3.580 -2.468 0.396 -0.1 -1.3 1.6
H 0.370 -3.723 1.283 -0.5 0.4 0.2
H 2.814 -6.195 1.717 -1.4 -0.1 -0.7
H 1.172 -6.422 1.901 0.8 0.2 -0.7
H 2.118 -5.178 -1.951 -1.2 1.6 0.4
H 2.041 -3.271 -1.858 -0.7 -1.8 0.4
H -0.710 -3.443 -1.484 1.3 -1.7 -0.9
H 0.017 -3.842 -3.188 -0.5 -0.8 2.2
H -0.597 -6.275 -1.041 0.4 1.2 -2.0
H 0.003 -6.366 -2.877 -1.1 1.3 1.9
H -2.111 -6.362 -3.427 -0.1 1.0 1.4
H -2.596 -6.365 -1.835 0.6 1.1 -1.3
C -2.063 -0.188 -6.964 -0.1 0.2 0.3
O -2.949 -0.077 -5.856 0.3 -0.3 -0.3
C -3.346 -1.355 -5.349 0.1 0.4 0.5
C -2.579 -1.706 -4.070 0.2 -0.5 -0.5
O -1.191 -1.924 -4.342 -0.4 0.7 -0.1
C -0.388 -0.807 -3.972 0.1 -0.3 0.0
H -1.631 0.797 -7.158 -0.1 -0.1 0.1
H -1.248 -0.890 -6.765 -0.1 0.0 0.0
H -2.618 -0.508 -7.850 0.1 -0.1 -0.1
H -3.223 -2.135 -6.110 0.1 0.1 0.1
H -4.413 -1.284 -5.110 0.0 0.0 0.0
H -2.976 -2.645 -3.670 0.0 0.0 0.0
H -2.712 -0.932 -3.305 0.0 0.0 -0.2
H -0.298 -0.764 -2.882 0.0 0.1 0.0
H -0.798 0.133 -4.347 -0.1 0.0 0.0
H 0.609 -0.947 -4.400 -0.1 -0.1 0.1
C 1.601 5.880 -4.760 0.2 -0.1 -0.1
O 2.813 5.224 -4.404 -0.5 0.0 0.2
C 2.733 4.593 -3.122 0.4 -0.4 -0.4
C 2.530 3.081 -3.260 -0.5 0.3 0.3
O 1.244 2.778 -3.810 0.4 0.2 -0.3
C 1.317 2.434 -5.190 -0.2 -0.1 0.2
H 1.653 6.144 -5.819 0.1 0.0 0.1
H 0.730 5.238 -4.604 0.1 0.0 0.0
H 1.493 6.798 -4.175 -0.1 0.0 0.0
H 1.939 5.044 -2.513 0.0 -0.1 -0.1
H 3.688 4.775 -2.618 0.0 0.0 0.0
H 2.563 2.630 -2.263 0.0 0.0 0.0
H 3.330 2.629 -3.859 -0.1 0.1 0.0
H 1.739 1.430 -5.298 0.0 0.0 -0.1
H 1.913 3.150 -5.760 0.1 0.0 0.0
H 0.300 2.430 -5.595 0.1 0.0 0.2
C 1.070 2.747 6.683 0.0 0.0 -0.3
O 0.183 2.528 5.591 -0.2 0.0 0.5
C -1.033 1.894 6.000 0.0 0.4 -0.5
C -2.181 2.905 6.090 0.2 -0.3 0.5
O -1.970 3.836 7.156 0.2 0.1 -0.5
C -1.503 5.096 6.686 -0.1 -0.1 0.3
H 1.865 3.419 6.348 -0.1 -0.1 -0.1
H 0.562 3.208 7.534 0.0 -0.1 0.0
H 1.519 1.798 6.989 0.0 0.0 0.1
H -0.899 1.364 6.951 0.0 0.2 -0.1
H -1.278 1.152 5.233 0.0 0.0 0.0
H -3.106 2.365 6.318 0.0 0.0 0.0
H -2.323 3.426 5.136 0.1 -0.1 0.1
H -2.325 5.638 6.207 0.1 0.1 -0.1
H -0.673 4.990 5.985 0.0 0.0 0.0
H -1.158 5.676 7.547 -0.1 -0.1 -0.1
```
Positions in Å, forces in eV/Å.

Results of the Löwdin charge analysis, in e, for atoms 1 through 5:
1 C -0.14
2 O -0.27
3 C -0.21
4 C -0.17
5 C -0.22

---

Record 3
ORCA calculation (wB97M-V/def2-TZVPD) on C24H25AsN6Pd as an isolated structure.

Computed properties:
**HOMO-LUMO gap (spin up / spin down)**: 0.233 / 0.198 hartree
**Expectation value of S²**: 6.082
**Charge**: +2
**Multiplicity**: 5
**M**: 578.848 g/mol

The geometry in XYZ format:
```
57
Properties=species:S:1:pos:R:3:forces:R:3
Pd -0.872 -0.155 0.212 0.0 0.0 -0.2
N 6.669 6.792 -0.813 0.0 0.0 0.0
C 5.829 6.017 -0.667 0.0 -0.1 0.0
C 4.797 5.057 -0.493 0.1 0.0 0.0
C 4.954 4.018 0.452 0.0 0.0 0.0
C 3.974 3.086 0.604 0.0 0.0 0.0
C 2.748 3.157 -0.143 0.0 0.0 0.0
C 2.611 4.250 -1.068 0.0 0.0 -0.1
C 3.613 5.150 -1.259 -0.1 0.0 0.0
C 1.702 2.208 0.025 0.0 0.0 0.0
C 2.025 0.810 0.228 0.0 0.0 -0.1
C 3.370 0.241 0.179 0.0 0.0 0.0
C 3.258 -1.098 0.392 0.0 0.0 0.0
C 1.884 -1.349 0.542 0.0 -0.1 0.0
N 1.142 -0.204 0.396 -0.2 0.2 0.1
C 0.334 2.688 0.066 -0.1 0.0 0.1
C -0.082 4.086 0.176 0.0 0.0 0.0
C -1.427 4.090 0.373 0.0 0.0 0.0
C -1.824 2.742 0.379 0.0 0.0 0.0
N -0.746 1.903 0.195 0.1 0.0 0.0
H 5.850 3.990 1.057 0.0 0.0 0.0
H 4.075 2.330 1.367 0.0 0.0 0.0
H 1.725 4.299 -1.684 0.0 0.0 0.0
H 3.527 5.933 -2.000 0.0 0.0 0.0
H 4.276 0.783 -0.019 0.0 0.0 0.0
H 4.042 -1.834 0.442 0.0 0.0 0.0
H 1.413 -2.285 0.763 0.0 0.0 0.0
H 0.569 4.942 0.165 0.0 0.0 0.0
H -2.078 4.938 0.510 0.0 0.0 0.0
H -2.820 2.360 0.510 0.0 0.0 0.0
N -2.879 -0.046 0.014 0.1 0.0 0.0
C -4.027 -0.004 -0.086 0.0 0.0 0.0
N -5.315 0.185 -0.214 0.1 0.0 0.0
C -6.147 -0.790 -0.231 -0.1 -0.1 0.0
N -6.975 -1.629 -0.261 0.1 0.0 0.0
C 0.730 -3.983 -1.437 0.0 0.0 0.0
C -0.040 -4.004 -0.124 0.0 0.0 0.0
As -1.341 -2.564 0.119 0.0 -0.1 0.1
C -2.558 -2.946 -1.362 0.0 0.1 0.0
C -3.289 -4.278 -1.242 0.0 0.0 0.0
C -2.174 -3.170 1.777 0.1 -0.1 0.0
C -3.225 -2.272 2.412 0.0 0.0 -0.1
H 1.376 -4.858 -1.501 0.0 0.0 0.0
H 1.359 -3.097 -1.540 0.0 0.0 0.0
H 0.063 -4.014 -2.298 0.0 0.0 0.0
H 0.613 -4.027 0.749 0.0 0.0 0.0
H -0.650 -4.907 -0.046 0.0 0.0 0.0
H -1.931 -2.921 -2.255 0.0 0.0 0.0
H -3.254 -2.116 -1.465 0.0 0.0 0.0
H -2.600 -5.120 -1.180 0.0 0.0 0.0
H -3.908 -4.435 -2.125 0.0 0.0 0.0
H -3.947 -4.311 -0.373 0.0 0.0 0.0
H -1.334 -3.325 2.457 0.0 0.0 0.0
H -2.583 -4.158 1.562 0.0 0.0 0.0
H -2.874 -1.247 2.537 0.0 0.0 0.0
H -3.482 -2.652 3.400 0.0 0.0 0.0
H -4.148 -2.259 1.829 0.0 0.0 0.0
```
Positions in Å, forces in eV/Å.

Results of the Löwdin charge analysis, in e, for atoms 1 through 5:
1 Pd 0.76
2 N 0.24
3 C -0.13
4 C -0.15
5 C 0.03

---

Record 4
ORCA calculation (wB97M-V/def2-TZVPD) on an isolated molecule of C2H2N2O3 in a non-equilibrium geometry.

Computed properties:
**HOMO-LUMO gap (spin up / spin down)**: 0.276 / 0.257 hartree
**Expectation value of S²**: 2.009
**Charge**: 0
**Multiplicity**: 3
**Energy above the lowest of the compared OMol25 structures with the same formula, charge and spin**: 100.01 kcal/mol
**M**: 102.049 g/mol

The geometry in XYZ format:
```
9
Properties=species:S:1:pos:R:3:forces:R:3
C -1.373 0.020 0.571 3.0 -1.4 -2.5
C -0.295 -0.446 -0.306 0.4 0.1 -3.1
N -2.180 0.398 1.254 -2.5 1.1 2.1
N 1.129 -0.028 0.570 -3.4 1.9 -5.1
O 1.488 -0.751 1.384 1.8 -6.7 6.6
O 1.551 1.026 0.168 1.1 4.9 -2.2
O -0.237 0.189 -1.624 0.7 0.5 3.4
H -0.172 -1.571 -0.502 -0.4 1.8 0.7
H 0.089 1.161 -1.515 -0.8 -2.2 0.1
```
Positions in Å, forces in eV/Å.

Results of the Löwdin charge analysis, in e, for atoms 1 through 5:
1 C -0.15
2 C -0.12
3 N 0.21
4 N -0.45
5 O 0.14